ORCA calculation (wB97M-V/def2-TZVPD) on a structure of composition C26H36AsCl2LaOP2.

Positions of all 69 atoms, in Å:
La: 1.25 2.39 -2.74
As: 0.11 -1.01 0.84
Cl: 3.43 3.59 -3.15
Cl: 2.39 2.26 -0.35
P: 1.70 -0.83 -1.97
P: -1.09 2.68 -0.40
O: -0.72 1.81 -4.82
C: -0.80 0.41 3.30
C: -2.60 -1.82 1.78
C: 1.93 -2.71 2.35
C: 0.32 -5.00 2.34
C: 0.06 2.69 -5.11
C: 0.45 3.39 -6.37
C: 1.71 1.56 3.75
C: 0.69 1.75 4.68
C: 2.39 -3.89 2.93
C: 3.33 -1.08 -1.15
C: -0.57 1.18 4.45
C: -0.13 -3.84 1.70
C: 0.24 0.18 2.40
C: 0.66 -2.68 1.74
C: -3.97 -2.09 1.58
C: -1.47 4.16 -1.42
C: 1.29 -2.60 -2.23
C: -2.77 2.26 0.21
C: -3.74 -1.52 -0.76
C: -2.38 -1.23 -0.57
C: -1.82 -1.38 0.71
C: 1.58 -5.04 2.95
C: 1.49 0.80 2.60
C: -4.53 -1.96 0.30
C: -0.47 3.54 1.10
C: 2.34 -0.45 -3.66
H: -4.18 -1.40 -1.75
H: -0.55 4.59 -1.87
H: -1.77 -0.88 -1.40
H: 2.56 -1.82 2.35
H: 2.27 0.70 1.85
H: 2.81 0.55 -3.78
H: -2.17 -1.96 2.78
H: 0.86 2.33 5.58
H: -3.25 3.14 0.65
H: 3.38 -3.92 3.38
H: -0.46 2.86 1.96
H: 3.12 -1.20 -3.82
H: 3.22 -1.59 -0.18
H: -1.92 4.91 -0.76
H: -1.12 4.40 1.30
H: -3.38 1.91 -0.63
H: -0.32 -5.89 2.35
H: 0.55 3.86 0.90
H: 2.15 -3.11 -2.68
H: -1.38 1.33 5.16
H: 1.03 -3.11 -1.29
H: -2.72 1.46 0.95
H: 1.55 -0.58 -4.42
H: -1.79 -0.02 3.13
H: 3.96 -1.69 -1.82
H: 0.43 -2.68 -2.91
H: -5.58 -2.20 0.15
H: 1.49 3.09 -6.60
H: 0.54 4.46 -6.12
H: -1.08 -3.84 1.18
H: -4.58 -2.40 2.43
H: -2.18 3.90 -2.22
H: 2.69 2.01 3.91
H: 1.93 -5.96 3.42
H: 3.78 -0.09 -0.99
H: -0.19 3.29 -7.26

## Properties
frontier orbital gap (alpha / beta) = 0.0894 / 0.0907 Ha
net charge = +2


ORCA calculation (wB97M-V/def2-TZVPD) on a structure of composition C9H40AgF6N15O17S2.

Positions of all 90 atoms, in Å:
Ag: -2.31 1.96 -1.15
S: -1.22 0.66 1.86
S: 0.92 1.00 0.26
F: 2.30 -0.95 -0.68
F: -1.69 2.42 3.80
F: 0.18 2.82 2.76
F: 0.73 -0.22 -2.03
F: 0.23 -1.49 -0.35
F: 0.04 1.16 4.11
O: 1.59 0.72 1.49
O: 0.36 4.79 0.75
O: -2.66 0.77 1.94
O: -0.11 -5.66 -2.47
O: -1.72 0.16 6.43
O: -1.94 -3.59 2.42
O: -2.20 3.93 0.16
O: -4.17 1.94 0.03
O: 0.56 -2.97 3.89
O: 2.67 6.06 -4.05
O: -2.50 -0.25 -1.42
O: 6.07 0.27 -1.19
O: -0.68 -0.62 2.21
O: -0.60 2.82 -2.44
O: -4.38 1.48 5.40
O: 2.33 -3.06 -3.74
O: 1.47 2.05 -0.57
N: -1.53 -5.78 2.02
N: -5.58 1.68 1.78
N: 0.95 -6.82 -0.83
N: 2.72 4.20 -2.75
N: -5.96 3.35 0.26
N: -1.57 -4.27 0.28
N: 7.20 1.99 -0.22
N: -0.77 1.27 0.43
N: 4.87 1.87 -0.17
N: 1.26 5.85 -2.23
N: 3.76 -1.41 -3.13
N: 1.90 -4.92 -1.73
N: 3.95 -2.41 -5.19
N: -2.84 -2.40 -1.94
N: -3.25 -1.71 0.20
C: -5.23 2.25 0.60
C: 2.27 5.46 -3.07
C: -2.92 -1.39 -1.05
C: -1.67 -4.48 1.61
C: 6.06 1.32 -0.56
C: 3.33 -2.37 -3.99
C: -0.63 1.88 3.21
C: 1.04 -0.54 -0.79
C: 0.87 -5.80 -1.75
H: -0.98 0.44 5.88
H: 1.12 5.34 -1.38
H: -5.71 3.83 -0.59
H: 3.40 -1.40 -2.19
H: -1.63 -0.79 6.49
H: 4.09 1.59 -0.73
H: 3.33 3.73 -3.39
H: 2.77 -5.08 -1.25
H: -1.55 -5.01 -0.41
H: 3.54 -3.07 -5.82
H: 0.31 5.46 1.45
H: 0.17 3.40 -2.35
H: -2.37 -2.19 -2.80
H: 0.75 6.68 -2.46
H: 4.84 2.70 0.39
H: -4.96 0.99 2.17
H: -1.53 -3.35 -0.11
H: 1.26 4.47 0.77
H: -1.52 -6.51 1.33
H: 4.61 -0.89 -3.25
H: -1.63 -5.92 3.01
H: -6.48 1.87 2.16
H: 0.45 -7.68 -0.96
H: -0.46 2.35 -3.27
H: -2.74 4.15 0.92
H: -1.27 4.09 0.43
H: -6.88 3.40 0.66
H: -3.54 -2.65 0.43
H: 7.16 2.75 0.43
H: -3.17 -3.31 -1.67
H: -3.66 0.90 5.13
H: 0.22 -3.55 3.21
H: 1.92 -4.16 -2.39
H: 8.03 1.53 -0.54
H: -3.29 -0.96 0.88
H: 0.33 -2.09 3.57
H: 4.75 -1.87 -5.48
H: 2.23 3.75 -2.00
H: 1.72 -6.80 -0.19
H: -5.13 0.90 5.54

## Properties
spin multiplicity = 2
frontier orbital gap (alpha / beta) = 0.3159 / 0.1476 Ha
⟨S²⟩ = 0.753
energy relative to the best compared isomer or geometry (same formula, charge and spin) = 0.0 kJ/mol
net charge = +1


ORCA calculation (wB97M-V/def2-TZVPD) on a structure of composition C33H24N2O4PV.

Positions of all 65 atoms, in Å:
V: 0.04 0.13 0.12
P: -0.05 -2.37 0.05
O: -3.44 -0.28 -1.41
O: -0.30 1.93 -0.02
O: 1.95 -0.24 -0.02
O: -1.73 -0.21 0.02
N: 0.68 0.55 1.87
N: 1.85 -0.05 2.24
C: -1.00 2.58 0.88
C: -3.21 -4.96 0.31
C: -0.91 2.27 2.27
C: 6.03 -2.73 1.70
C: 0.72 -3.26 -1.34
C: -2.69 -0.82 -0.63
C: -4.11 -2.84 -0.38
C: 1.84 -4.93 2.71
C: 5.16 -2.51 2.77
C: 2.11 -3.25 -1.45
C: -1.85 3.63 0.49
C: -1.74 -3.07 0.04
C: 0.55 -3.34 3.95
C: 2.74 -3.82 -2.54
C: 0.15 -2.74 2.77
C: -2.83 -2.28 -0.32
C: 1.43 -4.35 1.52
C: 4.60 -1.41 0.28
C: 0.09 1.34 2.71
C: 0.59 -3.23 1.54
C: -1.94 -4.41 0.35
C: -0.03 -3.84 -2.36
C: 0.60 -4.41 -3.46
C: 2.46 -0.46 1.15
C: 3.72 -1.21 1.34
C: 1.98 -4.39 -3.55
C: -1.68 3.00 3.19
C: 1.42 -4.42 3.92
C: -4.30 -4.17 -0.05
C: 5.75 -2.17 0.47
C: -2.61 4.30 1.42
C: -2.53 3.99 2.78
C: 4.02 -1.75 2.59
H: 0.45 1.37 3.74
H: 6.43 -2.33 -0.36
H: -4.93 -2.21 -0.68
H: 5.38 -2.93 3.74
H: 2.47 -4.83 -4.42
H: -1.90 3.87 -0.56
H: 3.34 -1.57 3.41
H: 0.01 -4.86 -4.24
H: 2.70 -2.81 -0.66
H: -3.28 5.08 1.09
H: -3.36 -6.00 0.56
H: 6.92 -3.33 1.84
H: 0.20 -2.94 4.90
H: 3.82 -3.81 -2.61
H: 1.75 -4.87 4.85
H: -0.54 -1.91 2.79
H: 4.39 -0.97 -0.68
H: 2.50 -5.79 2.68
H: -3.13 4.53 3.50
H: -5.29 -4.59 -0.08
H: 1.74 -4.78 0.58
H: -1.58 2.76 4.25
H: -1.11 -3.84 -2.30
H: -1.10 -5.04 0.61

## Properties
spin multiplicity = 3
frontier orbital gap (alpha / beta) = 0.2817 / 0.2866 Ha
⟨S²⟩ = 2.014


ORCA calculation (wB97M-V/def2-TZVPD) on a structure of composition C35H30BrCaClN6O8S2.

Positions of all 84 atoms, in Å:
Br: 0.22 -1.03 -2.81
Ca: -1.50 0.74 -1.07
Cl: -2.47 2.98 4.33
S: 1.80 -0.25 0.40
S: -4.11 -0.49 -3.44
O: 0.76 5.16 1.91
O: 1.31 3.50 -0.11
O: -0.10 2.24 -1.33
O: -3.48 1.53 -0.41
O: 4.87 -0.91 4.07
O: -4.22 0.10 -4.74
O: -0.94 5.39 3.30
O: -3.67 -1.85 -3.35
N: 2.73 1.84 1.72
N: -1.14 1.32 1.14
N: 3.72 -0.20 2.27
N: -1.63 -1.59 -0.86
N: -3.23 0.49 -2.44
N: -1.85 1.41 2.28
C: 2.30 1.17 6.72
C: -1.99 -4.25 -1.45
C: -5.62 -0.35 -2.53
C: -5.38 0.40 -1.40
C: -4.04 -1.94 3.56
C: -7.64 0.10 -0.73
C: -4.00 0.37 2.87
C: 3.89 -0.33 3.65
C: -2.54 -2.33 -0.20
C: 0.95 1.09 6.42
C: -1.72 2.62 2.85
C: -1.07 -3.50 -2.16
C: -6.86 -0.90 -2.80
C: -3.85 -4.42 0.29
C: 0.53 0.52 5.22
C: -0.36 4.74 2.47
C: -0.84 3.37 2.09
C: 4.85 3.12 1.53
C: -2.67 -2.02 3.37
C: 3.24 0.70 5.81
C: -0.53 2.50 1.01
C: -6.38 0.64 -0.48
C: -4.71 -0.74 3.30
C: 2.77 0.53 1.52
C: -0.95 -2.17 -1.83
C: 0.30 2.78 -0.26
C: -2.77 -3.66 -0.46
C: -3.97 0.87 -1.37
C: -7.87 -0.66 -1.88
C: -2.63 0.27 2.70
C: 3.71 2.68 2.44
C: 5.79 4.08 2.26
C: 2.83 0.18 4.58
C: 1.47 0.08 4.30
C: -1.95 -0.91 2.94
H: -3.12 -1.81 0.57
H: -8.46 0.28 -0.04
H: 4.42 3.61 0.64
H: 2.12 2.34 1.09
H: 6.21 3.62 3.16
H: -3.89 -4.12 1.34
H: -4.83 -4.21 -0.15
H: 4.25 -0.86 1.73
H: -2.14 -2.95 3.58
H: -0.53 0.42 5.01
H: 5.39 2.24 1.19
H: -5.78 -0.68 3.44
H: -0.88 -0.96 2.77
H: -2.13 -5.30 -1.69
H: 3.16 3.54 2.81
H: 1.14 -0.38 3.36
H: 2.63 1.59 7.66
H: -3.68 -5.49 0.24
H: 0.21 1.46 7.13
H: 4.30 0.73 6.03
H: -4.59 -2.80 3.90
H: 4.10 2.16 3.30
H: 5.26 4.99 2.57
H: -4.50 1.32 2.66
H: -8.86 -1.06 -2.07
H: -6.18 1.24 0.40
H: -0.48 -3.93 -2.96
H: 1.06 4.54 1.19
H: -7.04 -1.49 -3.70
H: 6.62 4.39 1.62

## Properties
frontier orbital gap = 0.3061 Ha


Q: Which calculated total energy values were calculated for the entries above? A: -134898.20786 -109114.34705 -80759.80078 -184782.69882, in eV.
Q: Which maximum force values were calculated for the entries above? A: 0.057 0.057 0.041 0.047, in hartree/bohr.